[1]
Here is a structure of composition C22H50LaN3OP3 in a non-equilibrium geometry from OMol25. Energies are from wB97M-V/def2-TZVPD.

The geometry in ORCA input format:
```
! RIJCOSX wB97M-V def2-TZVPD def2/J DEFGRID3
* xyz 3 1
La -0.498 0.081 0.381
P -0.848 2.480 -1.163
P 1.636 -0.341 -1.535
P 1.961 1.278 1.531
O -1.823 -0.774 -3.589
N -0.490 -0.683 2.617
N -1.872 0.158 4.292
N 0.142 -0.827 4.895
C 0.243 3.407 -2.290
C -2.168 2.112 -2.372
C -2.492 -0.077 5.589
C -3.188 -1.825 -6.793
C 0.839 -0.611 -3.142
C -2.839 -0.908 -5.799
C -1.689 3.792 -0.233
C 1.222 -1.753 4.579
C -0.504 -3.215 -0.223
C 1.878 1.898 3.254
C 2.545 -1.929 -1.434
C 3.430 0.187 1.750
C -2.733 0.714 3.257
C 0.291 -0.107 6.145
C 2.967 0.788 -2.090
C 0.222 -3.624 0.837
C -2.537 -3.070 -6.854
C -1.378 -3.290 -6.107
C 2.755 2.770 0.791
C -0.937 -2.310 -5.195
C -0.742 -0.481 3.936
C -1.817 -1.275 -4.894
H -0.158 0.882 6.086
H -2.537 3.053 -2.791
H 1.557 -1.050 -3.846
H -2.258 1.567 2.741
H -2.070 0.586 6.371
H 0.441 0.314 -3.572
H 2.558 1.784 -2.307
H -3.026 1.597 -1.925
H -0.996 4.232 0.491
H 3.742 0.862 -1.318
H 1.053 2.616 3.333
H -2.377 -1.131 5.909
H -1.993 4.540 -0.969
H 1.367 0.035 6.345
H -0.151 -0.683 6.967
H 2.817 2.414 3.511
H -2.579 3.381 0.258
H -0.215 -3.437 -1.237
H 2.020 -1.306 3.960
H 3.427 0.391 -3.008
H 1.708 1.080 3.969
H 1.993 3.556 0.704
H -3.640 1.096 3.743
H 1.250 -3.998 0.749
H 1.882 -2.726 -1.070
H -0.001 -1.295 -3.013
H -2.704 -0.480 -3.265
H 3.799 -0.172 0.781
H -0.345 4.260 -2.644
H 4.233 0.732 2.275
H 0.011 -2.413 -4.701
H 3.144 -0.684 2.357
H -0.173 -3.615 1.871
H -1.723 1.511 -3.167
H 3.152 2.553 -0.208
H -3.380 0.036 -5.703
H 3.391 -1.817 -0.744
H -1.488 -2.725 -0.118
H 2.923 -2.192 -2.434
H 3.568 3.123 1.446
H -3.035 -0.037 2.505
H 0.540 2.797 -3.160
H 1.672 -2.056 5.532
H -3.565 0.154 5.487
H 1.126 3.776 -1.746
H 0.856 -2.652 4.073
H -0.808 -4.211 -6.216
H -4.002 -1.628 -7.510
H 0.343 -1.296 2.541
H -2.925 -3.893 -7.473
*
```

Values from the calculation:
- Energy relative to the best compared isomer or geometry (same formula, charge and spin): 19.2 kcal/mol
- Kohn-Sham gap: 5.13 eV
- M: 604.49 g/mol



[2]
Here is a structure of composition C8H32Fe2O20S3 in a non-equilibrium geometry from OMol25. Energies are from wB97M-V/def2-TZVPD.

The geometry in ORCA input format:
```
! RIJCOSX wB97M-V def2-TZVPD def2/J DEFGRID3
* xyz 0 11
Fe -2.481 0.403 -0.354
Fe 0.591 -3.107 0.098
S 2.385 -5.017 0.420
S 0.208 0.221 0.021
S -2.675 -2.337 -0.251
O 0.856 -3.100 -1.934
O -0.955 0.537 0.930
O -2.394 2.464 -0.867
O -2.992 -1.260 0.784
O -3.457 1.421 1.280
O 2.466 -3.480 0.488
O 1.054 3.481 1.595
O -0.603 0.279 -1.243
O 1.225 1.248 0.144
O 2.682 -5.621 1.677
O 0.296 -3.044 2.165
O -2.690 -1.328 -1.383
O 0.845 -5.013 0.161
O 3.098 -5.511 -0.716
O 1.822 2.675 -2.206
O 0.731 -1.126 0.184
O -2.620 0.755 -2.911
O -1.337 -2.927 -0.104
O -3.699 -3.322 -0.309
O 3.922 1.059 0.308
C 4.198 -0.106 1.080
C -1.482 3.466 -0.351
C -4.402 0.809 2.184
C -0.429 -4.055 2.895
C 0.822 3.147 2.948
C 2.530 3.810 -1.713
C 1.714 -2.186 -2.646
C -1.734 1.572 -3.674
H 3.913 -1.016 0.546
H 2.662 4.480 -2.562
H 2.331 -1.645 -1.938
H 0.226 -4.458 3.671
H -3.322 2.328 1.561
H -0.742 1.122 -3.717
H -2.889 2.847 -1.595
H -2.088 1.685 -4.701
H 2.330 -2.759 -3.335
H 3.500 3.531 -1.299
H -1.485 3.437 0.734
H 3.659 -0.057 2.034
H 1.231 2.165 3.212
H -1.810 4.457 -0.662
H 2.966 1.135 0.286
H 0.458 -3.721 -2.551
H -3.132 0.193 -3.497
H 1.363 3.846 3.589
H 1.962 4.347 -0.945
H -0.248 3.186 3.180
H 1.733 2.075 -1.459
H -5.136 0.222 1.642
H -1.323 -3.624 3.335
H 0.414 -2.289 2.746
H -1.616 2.562 -3.241
H -3.860 0.134 2.844
H -4.905 1.568 2.781
H 1.109 -1.488 -3.227
H 1.050 2.668 1.081
H 5.262 -0.140 1.305
H -0.485 3.291 -0.751
H -0.620 -4.891 2.231
*
```

Values from the calculation:
- Energy relative to the best compared isomer or geometry (same formula, charge and spin): 0.0 kcal/mol
- Kohn-Sham gap (alpha / beta): 8.76 / 7.00 eV
- M: 656.21 g/mol
- ⟨S²⟩: 30.01



[3]
Here is the molecule C26H34N4O4 from OMol25. Energies are from wB97M-V/def2-TZVPD.

The geometry in ORCA input format:
```
! RIJCOSX wB97M-V def2-TZVPD def2/J DEFGRID3
* xyz 0 1
O 1.378 4.261 1.422
O 4.172 -1.431 -0.271
O -1.102 -2.130 0.556
O 0.815 -3.266 2.757
N -4.196 -4.941 -0.039
N 1.612 -1.251 2.155
N -2.830 -3.518 1.077
N 1.962 -1.808 -0.557
C 3.071 -1.663 0.187
C 0.137 8.632 -0.400
C 1.964 -1.606 -1.989
C 0.512 4.874 0.488
C -3.000 -4.457 -2.482
C 0.591 0.684 1.065
C 0.658 -2.062 2.670
C 1.360 2.911 1.551
C 0.516 2.050 0.855
C -4.057 -5.351 -2.380
C 2.337 1.014 2.673
C 2.853 -1.843 1.690
C 1.497 0.153 1.973
C -3.182 -4.088 -0.143
C -4.619 -5.553 -1.130
C 0.768 6.376 0.531
C -0.124 -0.639 -2.741
C -0.125 7.132 -0.449
C -2.548 -3.804 -1.350
C -1.846 -2.627 1.376
C 1.131 -2.689 -2.704
C -1.788 -2.322 2.864
C 1.307 -0.264 -2.370
C 0.075 -1.936 -3.519
C -0.614 -1.400 3.183
C 2.269 2.373 2.466
H 3.015 -1.624 -2.285
H 0.708 4.487 -0.522
H -1.735 -3.101 -1.384
H -3.392 -3.882 1.837
H -0.056 9.021 0.597
H 0.654 -3.322 -1.955
H -1.173 6.937 -0.208
H -0.199 2.428 0.140
H 0.590 6.730 1.548
H -0.845 -2.506 -3.636
H 3.043 0.614 3.385
H -5.446 -6.235 -0.986
H -0.759 -0.417 2.742
H 1.818 6.556 0.295
H 3.712 -1.406 2.207
H 1.751 -3.327 -3.331
H 2.915 3.050 3.001
H 1.171 8.846 -0.657
H 1.071 -1.978 -0.111
H -2.732 -1.877 3.182
H -4.431 -5.875 -3.244
H -2.533 -4.272 -3.438
H -0.068 0.024 0.522
H -0.536 4.663 0.746
H 0.056 6.763 -1.461
H 2.806 -2.912 1.918
H -0.708 -0.829 -1.839
H -0.519 -1.286 4.265
H 1.372 0.453 -1.553
H -1.648 -3.269 3.390
H 0.463 -1.708 -4.514
H -0.625 0.131 -3.325
H -0.508 9.155 -1.103
H 1.815 0.157 -3.238
*
```

Values from the calculation:
- Energy relative to the best compared isomer or geometry (same formula, charge and spin): 10.3 kcal/mol
- Kohn-Sham gap: 9.05 eV
- M: 466.58 g/mol
- SMILES: CCCCOc1ccc(N(CC(=O)NC2CCCC2)C(=O)CCC(=O)Nc2ccccn2)cc1



[4]
Here is a cluster of 2 separate species, C2H8O2S in total in a non-equilibrium geometry from OMol25. Energies are from wB97M-V/def2-TZVPD.

The geometry in ORCA input format:
```
! RIJCOSX wB97M-V def2-TZVPD def2/J DEFGRID3
* xyz 0 1
S 0.189 0.223 -0.468
O -1.851 -0.708 0.999
O 3.039 0.393 1.421
C -0.925 0.635 -1.810
C -0.644 -1.187 0.373
H -0.935 -2.047 -0.260
H -0.706 0.142 -2.773
H -1.658 0.061 1.575
H -0.817 1.725 -1.941
H 3.797 0.779 1.916
H -1.970 0.416 -1.533
H 0.114 -1.544 1.098
H 2.365 1.110 1.402
*
```

Values from the calculation:
- Energy relative to the best compared isomer or geometry (same formula, charge and spin): 0.0 kcal/mol
- Kohn-Sham gap: 9.48 eV
- M: 96.15 g/mol
- SMILES: CSCO.O



[5]
Here is the molecule C4H8O in a non-equilibrium geometry from OMol25. Energies are from wB97M-V/def2-TZVPD.

The geometry in ORCA input format:
```
! RIJCOSX wB97M-V def2-TZVPD def2/J DEFGRID3
* xyz 0 1
O -0.197 -1.350 -0.227
C 0.808 -0.683 0.453
C 1.494 0.437 -0.376
C -1.415 -0.612 -0.222
C -1.642 0.654 0.106
H -0.851 1.400 0.430
H 1.894 -0.042 -1.264
H 0.762 1.266 -0.686
H 0.321 -0.209 1.292
H -2.210 -1.252 -0.737
H -2.748 0.856 0.148
H 2.204 0.898 0.236
H 1.580 -1.363 0.846
*
```

Values from the calculation:
- Energy relative to the best compared isomer or geometry (same formula, charge and spin): 38.4 kcal/mol
- Kohn-Sham gap: 10.38 eV
- M: 72.11 g/mol
- SMILES: C=COCC



Going through the records in order, we get energy values of -2162.47550 -5550.78258 -1531.22036 -629.64150 -232.38441 Ha.